# 1
Computed, not measured: a molecular structure, C42H45F3N2O2S4Zr, with ωB97M-V/def2-TZVPD.

Positions of all 99 atoms, in Å:
Zr  -0.79  0.42  0.95
C  1.84  -0.26  3.80
C  0.51  0.33  3.38
C  -0.69  -0.40  3.49
C  -0.71  -1.87  3.83
C  -1.93  0.27  3.33
C  -3.22  -0.49  3.45
C  -1.96  1.68  3.12
C  -3.28  2.39  3.19
C  -0.76  2.37  2.87
C  -0.76  3.83  2.50
C  0.47  1.70  3.01
C  1.75  2.48  2.90
H  2.28  0.38  4.57
H  2.55  -0.32  2.97
H  1.73  -1.25  4.21
H  -0.99  -2.00  4.87
H  0.25  -2.35  3.65
H  -1.44  -2.41  3.23
H  -3.46  -0.66  4.50
H  -3.16  -1.46  2.97
H  -4.04  0.05  2.99
H  -3.88  1.97  3.99
H  -3.85  2.28  2.26
H  -3.16  3.45  3.39
H  -0.35  4.43  3.31
H  -1.75  4.19  2.26
H  -0.13  4.00  1.62
H  1.72  3.20  2.09
H  2.62  1.85  2.77
H  1.89  3.06  3.83
C  4.87  -3.20  1.35
C  3.64  -3.21  2.25
S  2.06  -2.71  1.51
C  1.81  -3.89  0.16
C  2.53  -3.62  -1.17
S  2.57  -1.88  -1.68
C  4.30  -1.68  -2.19
C  5.39  -2.12  -1.21
S  5.20  -1.61  0.52
H  4.79  -3.97  0.58
H  5.74  -3.45  1.96
H  3.77  -2.52  3.08
H  3.53  -4.21  2.68
H  0.73  -3.85  0.00
H  2.05  -4.89  0.51
H  2.04  -4.21  -1.94
H  3.56  -3.97  -1.11
H  4.38  -0.61  -2.38
H  4.46  -2.19  -3.14
H  6.34  -1.71  -1.57
H  5.52  -3.20  -1.22
O  -2.92  0.56  0.47
S  -2.87  1.48  -0.74
O  -3.13  0.85  -1.99
N  -1.38  1.98  -0.48
C  -0.49  2.49  -1.44
C  -0.78  3.23  -2.56
C  0.27  3.66  -3.39
C  1.58  3.36  -3.11
C  1.89  2.57  -1.98
C  3.20  2.16  -1.63
C  3.38  1.30  -0.58
C  2.27  0.83  0.13
N  1.04  1.27  -0.09
C  0.84  2.13  -1.15
C  -4.00  2.77  -0.45
C  -5.36  2.49  -0.58
C  -6.27  3.51  -0.35
C  -5.82  4.78  0.00
C  -4.46  5.05  0.10
C  -3.53  4.04  -0.12
H  -1.80  3.47  -2.81
H  0.04  4.25  -4.27
H  2.38  3.71  -3.75
H  4.04  2.52  -2.21
H  4.36  0.94  -0.30
H  2.40  0.06  0.89
H  -5.69  1.51  -0.87
H  -7.32  3.32  -0.44
H  -6.53  5.57  0.17
H  -4.12  6.04  0.35
H  -2.47  4.23  -0.04
F  -2.26  -4.37  -6.73
C  -1.04  -4.50  -6.18
F  -0.77  -5.81  -6.10
F  -0.16  -3.94  -7.03
C  -0.99  -3.84  -4.82
C  -0.78  -2.47  -4.75
C  -0.74  -1.85  -3.52
C  -0.91  -2.61  -2.35
C  -1.15  -3.98  -2.44
C  -1.18  -4.60  -3.68
C  -0.81  -1.98  -1.08
C  -0.66  -1.45  0.01
H  -0.63  -1.89  -5.65
H  -0.57  -0.78  -3.44
H  -1.30  -4.56  -1.54
H  -1.36  -5.66  -3.76

Kohn-Sham gap	6.3647	eV
energy above the lowest of the compared OMol25 structures with the same formula, charge and spin	13.1	kcal/mol
charge	+2
HOMO energy	-12.73	eV
largest force on an atom	1.04	eV Å⁻¹

Atomic partial charges in e from the Mulliken method, atoms 1 to 8:
1 Zr -0.8457
2 C -2.3293
3 C 1.5286
4 C 1.3035
5 C -1.9840
6 C 0.5971
7 C -2.5015
8 C 1.4640

***

# 2
Computed, not measured: a molecular structure, C42H46CaF3N9SSb, with ωB97M-V/def2-TZVPD.

Positions of all 103 atoms, in Å:
Ca  -0.08  0.13  0.54
C  4.30  1.97  1.50
N  4.32  0.53  1.67
C  5.64  -0.05  1.84
C  3.23  -0.21  1.35
N  2.29  0.19  0.51
C  2.71  0.73  -0.73
C  3.77  0.11  -1.36
C  4.18  0.43  -2.66
C  3.46  1.35  -3.37
C  2.35  2.00  -2.79
C  1.63  2.92  -3.59
C  0.55  3.58  -3.10
C  0.18  3.37  -1.76
C  0.87  2.52  -0.93
N  0.45  2.44  0.42
C  0.36  3.55  1.11
N  -0.54  3.64  2.14
C  -0.24  4.32  3.39
C  -1.79  2.92  2.11
N  1.09  4.68  0.90
C  0.51  6.00  1.08
C  2.36  4.70  0.19
C  1.97  1.74  -1.44
N  3.10  -1.41  1.98
C  3.65  -1.68  3.29
C  2.46  -2.53  1.31
H  4.93  2.43  2.26
H  3.28  2.32  1.62
H  4.67  2.27  0.51
H  6.32  0.36  1.09
H  5.60  -1.13  1.70
H  6.05  0.16  2.83
H  4.28  -0.69  -0.84
H  5.02  -0.08  -3.10
H  3.72  1.59  -4.40
H  1.96  3.07  -4.61
H  -0.02  4.27  -3.72
H  -0.66  3.92  -1.34
H  -0.96  5.11  3.58
H  0.76  4.74  3.35
H  -0.29  3.60  4.21
H  -2.02  2.61  1.09
H  -2.59  3.58  2.47
H  -1.78  2.04  2.76
H  -0.53  5.91  1.41
H  0.52  6.53  0.12
H  1.06  6.59  1.81
H  2.79  3.71  0.13
H  3.05  5.35  0.73
H  2.24  5.08  -0.83
H  3.91  -0.75  3.78
H  4.53  -2.33  3.24
H  2.89  -2.19  3.89
H  2.26  -2.27  0.27
H  1.52  -2.80  1.78
H  3.14  -3.39  1.34
N  -4.37  -0.56  -0.89
C  -4.06  0.46  -1.75
C  -2.89  0.99  -1.30
N  -2.49  0.32  -0.16
C  -3.40  -0.61  0.05
H  -5.15  -1.18  -0.95
H  -4.67  0.70  -2.60
H  -2.31  1.80  -1.71
H  -3.37  -1.35  0.82
S  0.06  -1.55  -1.98
C  -0.41  -2.16  -0.53
N  -0.70  -2.35  0.59
F  -1.01  -6.04  6.71
C  -0.98  -4.87  6.07
C  -0.49  -4.83  4.78
C  -0.46  -3.60  4.13
C  -0.90  -2.45  4.76
C  -1.41  -2.53  6.06
C  -1.45  -3.75  6.72
Sb  -0.76  -0.61  3.75
C  1.01  0.17  4.65
C  1.54  -0.33  5.84
C  2.67  0.22  6.41
C  3.26  1.30  5.78
F  4.36  1.85  6.32
C  2.78  1.82  4.60
C  1.65  1.24  4.04
C  -2.12  0.53  4.91
C  -1.73  1.34  5.97
C  -2.65  2.10  6.66
C  -3.98  2.03  6.29
F  -4.88  2.76  6.95
C  -4.41  1.23  5.24
C  -3.47  0.49  4.55
H  -0.15  -5.74  4.30
H  -0.11  -3.57  3.10
H  -1.78  -1.65  6.56
H  -1.84  -3.83  7.73
H  1.06  -1.18  6.33
H  3.09  -0.16  7.34
H  3.28  2.66  4.14
H  1.28  1.65  3.10
H  -0.69  1.38  6.26
H  -2.37  2.73  7.49
H  -5.46  1.21  4.98
H  -3.81  -0.13  3.73

Kohn-Sham gap	8.0053	eV
charge	+1
HOMO energy	-9.79	eV
largest force on an atom	0.49	eV Å⁻¹

Atomic partial charges in e from the Mulliken method, atoms 1 to 8:
1 Ca 1.5260
2 C -1.0566
3 N 0.9331
4 C -1.2671
5 C -1.7299
6 N 1.9680
7 C 0.3640
8 C -0.4328

***

# 3
Computed, not measured: a molecular structure, C42H46N6O2P2Sr, with ωB97M-V/def2-TZVPD.

Positions of all 99 atoms, in Å:
Sr  -0.11  1.93  -0.62
C  -1.67  1.88  -6.00
C  -1.82  0.58  -5.80
C  -0.94  -0.43  -6.49
C  0.59  -0.09  -6.43
C  1.07  0.73  -5.26
C  1.10  2.07  -5.36
C  0.67  2.69  -6.68
C  -0.81  2.45  -7.07
C  1.89  1.01  1.28
H  -2.21  2.69  -5.49
H  -2.68  0.14  -5.27
H  -1.27  -0.50  -7.55
H  -1.12  -1.44  -6.08
H  1.18  -1.02  -6.49
H  0.83  0.45  -7.36
H  1.45  0.16  -4.41
H  1.51  2.74  -4.61
H  1.30  2.28  -7.50
H  0.86  3.77  -6.70
H  -1.27  3.40  -7.38
H  -0.86  1.75  -7.91
H  1.34  1.96  1.61
H  2.98  1.08  1.50
H  1.43  0.15  1.80
P  2.01  -0.37  -0.73
P  -1.15  -1.13  -0.66
N  3.16  0.82  -1.47
N  3.17  -1.64  -0.37
N  -2.08  0.14  -1.53
N  -2.60  -2.04  -0.47
C  1.18  -1.06  -2.24
C  -0.12  -1.85  -1.96
C  3.40  2.13  -1.01
C  4.22  2.79  -1.91
C  4.53  1.87  -2.97
C  3.86  0.67  -2.68
C  4.16  -1.51  0.62
C  4.90  -2.69  0.68
C  4.35  -3.59  -0.30
C  3.29  -2.93  -0.91
C  -2.62  1.31  -0.89
C  -2.50  2.36  -1.80
C  -2.14  1.81  -3.07
C  -1.89  0.46  -2.88
C  -3.62  -2.40  -1.37
C  -4.58  -3.14  -0.68
C  -4.14  -3.23  0.70
C  -2.94  -2.55  0.80
H  1.92  -1.70  -2.74
H  1.01  -0.21  -2.93
H  -0.67  -2.03  -2.89
H  0.11  -2.86  -1.55
H  3.00  2.46  -0.05
H  4.52  3.83  -1.81
H  5.16  2.09  -3.83
H  3.82  -0.25  -3.25
H  4.22  -0.59  1.18
H  5.73  -2.88  1.37
H  4.68  -4.62  -0.47
H  2.64  -3.28  -1.70
H  -2.82  1.29  0.18
H  -2.72  3.42  -1.63
H  -2.21  2.36  -3.99
H  -1.55  -0.29  -3.58
H  -3.58  -2.12  -2.41
H  -5.48  -3.61  -1.08
H  -4.63  -3.75  1.52
H  -2.26  -2.35  1.62
O  -0.97  2.27  1.97
C  -1.02  1.31  2.79
N  -1.28  1.44  4.16
C  -0.98  0.21  4.83
C  -0.82  -0.73  3.62
O  -0.71  -1.95  3.74
N  -0.83  -0.01  2.45
C  0.32  0.34  5.66
C  1.39  -0.54  5.47
C  2.52  -0.42  6.31
C  2.54  0.54  7.34
C  1.41  1.35  7.56
C  0.29  1.24  6.73
C  -2.10  -0.31  5.72
C  -1.77  -0.96  6.91
C  -2.75  -1.35  7.80
C  -4.11  -1.18  7.47
C  -4.44  -0.58  6.24
C  -3.44  -0.14  5.35
H  -1.14  2.31  4.67
H  1.35  -1.33  4.72
H  3.36  -1.10  6.16
H  3.45  0.66  7.96
H  1.39  2.05  8.39
H  -0.62  1.80  6.96
H  -0.72  -1.14  7.14
H  -2.45  -1.79  8.75
H  -4.90  -1.50  8.17
H  -5.50  -0.46  5.96
H  -3.70  0.33  4.40

Kohn-Sham gap (alpha / beta)	4.5345 / 4.5352	eV
charge	0
HOMO energy (alpha / beta)	-5.44 / -5.44	eV
largest force on an atom	2.97	eV Å⁻¹

Atomic partial charges in e from the Mulliken method, atoms 1 to 8:
1 Sr 1.8334
2 C -0.3010
3 C -0.7176
4 C -1.1952
5 C -1.2782
6 C 0.2864
7 C -0.3373
8 C -1.2806

***

Which value of charge does entry 2 give? +1